(1)
Computed, not measured: a structure of composition C36H41IrN5O3S5Si2, with ωB97M-V/def2-TZVPD.

For the HOMO energy (spin up / spin down), the calculation gives -3.19 / -5.15 eV. The expectation value of S² is 6.039. The energy relative to the best compared isomer or geometry (same formula, charge and spin) is 0.0 kcal/mol. For the molar mass, the calculation gives 1000.48 g mol⁻¹. Its frontier orbital gap (spin up / spin down) is 5.2618 / 6.7743 eV.

ORCA input file:
```
! RIJCOSX wB97M-V def2-TZVPD def2/J DEFGRID3
* xyz -1 5
Ir 0.478 0.390 0.015
O -1.399 2.668 3.777
C -1.350 3.921 3.296
C -1.724 4.959 4.153
C -1.687 6.271 3.724
C -1.279 6.577 2.429
C -0.912 5.552 1.579
C -0.939 4.220 1.988
C -0.552 3.131 1.049
O -0.673 1.923 1.439
N -0.118 3.512 -0.128
N 0.164 2.433 -0.955
C 0.074 2.754 -2.185
S -0.372 4.406 -2.629
C -0.056 4.150 -4.397
C -0.458 2.733 -4.737
S 0.308 1.635 -3.510
H -1.136 2.074 3.028
H -2.040 4.703 5.155
H -1.980 7.063 4.401
H -1.250 7.604 2.090
H -0.595 5.757 0.565
H 1.008 4.301 -4.590
H -0.627 4.891 -4.956
H -0.091 2.422 -5.715
H -1.541 2.607 -4.700
C 3.815 -2.358 -1.694
Si 3.015 -0.734 -2.236
C 3.917 0.688 -1.426
C 3.270 -0.512 -4.102
N 1.328 -0.673 -1.809
C 0.423 -1.518 -2.307
C 0.752 -2.556 -3.232
C -0.189 -3.360 -3.806
C -1.553 -3.172 -3.503
C -1.926 -2.213 -2.610
C -0.985 -1.373 -1.937
N -1.318 -0.462 -1.029
Si -2.873 0.006 -0.378
C -3.219 1.744 -0.995
C -4.406 -0.996 -0.864
C -2.844 -0.106 1.495
H 4.783 -2.172 -1.228
H 3.974 -3.039 -2.530
H 3.186 -2.863 -0.960
H 4.921 0.760 -1.849
H 4.010 0.565 -0.348
H 3.402 1.632 -1.606
H 4.174 -1.027 -4.432
H 3.380 0.546 -4.341
H 2.433 -0.899 -4.682
H 1.790 -2.716 -3.475
H 0.113 -4.141 -4.492
H -2.305 -3.794 -3.973
H -2.969 -2.086 -2.386
H -3.303 1.736 -2.084
H -2.440 2.456 -0.729
H -4.162 2.112 -0.587
H -4.696 -0.886 -1.908
H -5.230 -0.622 -0.251
H -4.291 -2.057 -0.643
H -1.851 -0.341 1.870
H -3.529 -0.887 1.831
H -3.151 0.835 1.953
N 2.446 2.344 1.305
C 2.047 1.253 1.029
H 2.192 3.313 1.158
O 0.657 -1.544 0.792
C 0.660 -2.403 1.854
C 2.092 -2.851 2.125
C 3.207 -2.251 1.631
C 4.411 -2.834 2.113
C 4.181 -3.864 2.971
S 2.502 -4.132 3.200
C 0.143 -1.796 3.148
C -0.608 -2.359 4.138
C -0.807 -1.489 5.243
C -0.188 -0.289 5.073
S 0.637 -0.208 3.577
C -0.222 -3.563 1.401
C -1.585 -3.626 1.399
C -2.093 -4.687 0.604
C -1.105 -5.402 0.002
S 0.443 -4.794 0.401
H 3.141 -1.408 0.961
H 5.397 -2.500 1.832
H 4.900 -4.486 3.475
H -1.007 -3.359 4.075
H -1.395 -1.742 6.112
H -0.203 0.568 5.722
H -2.202 -2.911 1.920
H -3.145 -4.898 0.481
H -1.202 -6.256 -0.646
*
```

In the Löwdin picture, each atom carries the following charge in e: 1.305 0.043 -0.263 -0.022 -0.102 -0.108 -0.035 -0.069 -0.480 -0.183 -0.021 -0.184 -0.889 0.928 -0.543 -0.518 0.962 0.049 0.111 0.095 0.091 0.100 0.071 0.071 0.075 0.074 -0.163 0.394 -0.190 -0.186 -0.148 -0.339 -0.061 -0.102 -0.108 -0.040 -0.306 -0.102 0.442 -0.153 -0.196 -0.160 0.027 0.023 0.019 0.031 -0.003 0.023 0.024 0.013 0.014 0.074 0.094 0.093 0.061 0.028 0.001 0.033 0.023 0.029 0.021 -0.005 0.027 0.034 0.074 -0.302 0.066 -0.326 -0.628 -0.491 -0.131 -0.180 -0.427 1.027 -0.460 -0.135 -0.185 -0.400 1.077 -0.444 -0.127 -0.191 -0.425 1.048 0.082 0.096 0.051 0.109 0.092 0.061 0.098 0.093 0.054



(2)
Computed, not measured: a structure of composition C36H42BCl53I2NO7P, with ωB97M-V/def2-TZVPD.

For the HOMO energy, the calculation gives -8.28 eV. For the molar mass, the calculation gives 2775.34 g mol⁻¹. Its frontier orbital gap is 8.0802 eV.

ORCA input file:
```
! RIJCOSX wB97M-V def2-TZVPD def2/J DEFGRID3
* xyz 0 1
C -1.620 -4.104 -3.551
C -2.234 -2.710 -3.623
C -2.133 -1.922 -2.326
O -1.458 -0.713 -2.586
C -1.748 0.396 -1.773
C -0.716 0.560 -0.673
C -0.825 -0.703 0.215
I 0.800 -2.000 0.746
C -1.974 -1.027 0.752
C -3.225 -0.218 0.694
I -2.328 -2.729 1.925
C -0.750 1.843 0.267
C -0.484 1.679 1.791
C -0.456 3.041 2.510
C 0.293 3.039 3.847
C 1.474 4.005 3.796
C 2.811 3.413 3.412
C 3.911 4.399 3.750
C 5.295 3.834 3.709
O 5.574 3.116 4.884
C 5.505 1.722 4.726
C -1.881 2.873 0.209
B -2.794 3.050 -1.057
O -2.315 3.459 -2.252
O -4.157 2.808 -0.954
C 0.597 2.516 -0.072
O 0.855 3.684 -0.117
N 1.425 1.444 -0.406
C 0.617 0.815 -1.475
C 0.470 1.829 -2.615
C 1.620 2.793 -2.927
C 3.091 2.370 -2.923
O 3.884 3.300 -2.179
P 1.513 -0.748 -2.111
O 2.980 -0.537 -1.464
Cl 1.890 -0.397 -4.123
H -1.580 -4.489 -2.546
H -0.634 -4.086 -3.979
H -2.195 -4.778 -4.156
H -3.267 -2.785 -3.907
H -1.747 -2.164 -4.406
H -1.580 -2.530 -1.626
H -3.136 -1.768 -1.956
H -1.794 1.247 -2.419
H -2.762 0.340 -1.436
H -3.021 0.830 0.794
H -3.868 -0.481 1.511
H -3.801 -0.390 -0.189
H 0.445 1.178 1.953
H -1.279 1.141 2.270
H -1.474 3.297 2.739
H -0.048 3.862 1.944
H 0.635 2.054 4.121
H -0.364 3.430 4.603
H 1.609 4.469 4.759
H 1.267 4.780 3.079
H 2.846 3.177 2.357
H 2.938 2.501 3.976
H 3.698 4.830 4.712
H 3.847 5.205 3.032
H 5.388 3.213 2.827
H 6.002 4.643 3.627
H 4.974 1.311 5.566
H 6.503 1.314 4.751
H 5.000 1.433 3.824
H -1.510 3.861 0.410
H -2.565 2.679 1.016
H -2.949 3.200 -2.928
H -4.548 3.566 -0.509
H 2.389 1.647 -0.615
H 0.142 1.332 -3.508
H -0.375 2.458 -2.393
H 1.558 3.653 -2.292
H 1.402 3.185 -3.903
H 3.298 1.374 -2.569
H 3.489 2.431 -3.912
H 3.750 3.131 -1.245
H 3.258 -1.384 -1.106
C -4.810 -7.174 -5.597
Cl -3.910 -8.689 -5.695
Cl -3.831 -5.903 -4.859
Cl -5.299 -6.653 -7.210
Cl -6.238 -7.408 -4.596
C -7.132 -4.655 -10.292
Cl -8.346 -4.834 -11.557
Cl -6.078 -6.072 -10.286
Cl -6.169 -3.210 -10.596
Cl -7.934 -4.509 -8.726
C 8.979 5.639 4.644
Cl 7.669 6.746 4.223
Cl 9.518 4.786 3.195
Cl 10.339 6.586 5.294
Cl 8.389 4.480 5.815
C -0.665 -11.231 -5.283
Cl 0.197 -12.770 -5.336
Cl 0.345 -10.019 -4.502
Cl -1.049 -10.716 -6.927
Cl -2.157 -11.427 -4.362
C -2.441 -7.655 0.101
Cl -3.988 -7.896 0.912
Cl -2.659 -6.844 -1.446
Cl -1.388 -6.674 1.133
Cl -1.679 -9.217 -0.202
C 11.763 3.952 9.026
Cl 12.137 4.767 10.548
Cl 13.234 3.230 8.371
Cl 10.566 2.685 9.317
Cl 11.112 5.113 7.870
C -6.310 -3.273 -3.519
Cl -6.955 -3.791 -5.076
Cl -6.393 -4.605 -2.364
Cl -4.628 -2.769 -3.719
Cl -7.249 -1.912 -2.914
C 3.320 -5.523 2.179
Cl 3.556 -5.541 3.925
Cl 4.507 -6.566 1.403
Cl 1.710 -6.109 1.769
Cl 3.510 -3.846 1.616
C 2.541 -2.245 8.331
Cl 1.115 -2.797 9.211
Cl 2.050 -1.125 7.059
Cl 3.643 -1.431 9.440
Cl 3.357 -3.633 7.606
C -3.708 -1.500 5.735
Cl -2.518 -2.787 5.934
Cl -4.912 -1.992 4.545
Cl -4.496 -1.183 7.281
Cl -2.896 -0.034 5.174
C 2.749 3.170 -7.436
Cl 4.166 2.608 -8.325
Cl 3.177 4.592 -6.482
Cl 1.467 3.588 -8.576
Cl 2.189 1.896 -6.353
C -7.964 1.975 -0.608
Cl -7.063 2.132 -2.114
Cl -7.331 0.621 0.332
Cl -7.788 3.464 0.332
Cl -9.670 1.701 -0.955
C -3.013 7.282 0.658
Cl -2.690 7.667 2.347
Cl -1.702 6.298 0.015
Cl -4.532 6.371 0.547
Cl -3.156 8.770 -0.273
*
```

Results of the Löwdin charge analysis, in e, for atoms 1 through 99: -0.093 -0.284 -0.209 -0.122 -0.176 -0.256 -0.627 0.915 -0.816 -0.149 0.890 -0.221 -0.104 -0.177 -0.167 -0.207 -0.201 -0.181 -0.255 -0.201 -0.106 -0.036 -0.743 0.179 0.097 -0.436 0.127 0.122 -0.463 -0.199 -0.153 -0.280 -0.061 0.577 -0.388 0.301 0.039 0.085 -0.062 -0.240 0.127 0.101 0.097 0.105 0.103 0.063 0.036 0.074 0.104 0.110 0.106 0.085 0.106 0.101 0.107 0.110 0.113 0.104 0.115 0.121 0.122 0.061 0.081 0.083 0.075 0.038 0.105 0.128 0.064 0.109 0.071 0.092 0.098 0.080 0.057 0.068 0.064 0.024 -2.016 0.523 0.583 0.501 0.523 -2.059 0.531 0.502 0.531 0.510 -2.037 0.545 0.533 0.490 0.559 -2.070 0.527 0.526 0.517 0.506 -2.048